C38H27BCl2F4N5O2V | wB97M-V/def2-TZVPD

```
80
C38H27BCl2F4N5O2V (wB97M-V/def2-TZVPD)
V 0.1102 -0.4288 1.0839
C -1.9147 3.4436 0.9543
C -0.9439 2.4383 1.1298
N -1.2452 1.1626 1.0700
C -2.5307 0.7658 0.8337
C -3.5525 1.7024 0.6301
C -3.2021 3.0730 0.7072
C -4.8565 1.2438 0.3206
C -5.0733 -0.0977 0.1988
C -4.0507 -1.0464 0.4099
C -2.7712 -0.6504 0.7578
N -1.6507 -1.4191 0.9742
C -1.5811 -2.7843 0.9641
C -2.5794 -3.7185 1.1876
C -2.3179 -5.1011 1.0996
C -1.0789 -5.5952 0.8058
C -0.0094 -4.6846 0.6235
C 1.3167 -5.0814 0.3414
C 2.2973 -4.1440 0.1844
C 1.9651 -2.7854 0.3205
N 0.7399 -2.3914 0.5756
C -0.2596 -3.3061 0.7194
H -1.5900 4.4741 0.9805
H 0.0943 2.6957 1.2978
H -3.9727 3.8180 0.5447
H -5.6503 1.9623 0.1598
H -6.0588 -0.4593 -0.0700
H -4.2830 -2.0870 0.2556
H -3.5705 -3.3999 1.4658
H -3.1381 -5.7878 1.2734
H -0.8945 -6.6593 0.7289
H 1.5394 -6.1379 0.2450
H 3.3169 -4.4197 -0.0457
H 2.7086 -2.0044 0.2163
N 0.6695 -0.3227 2.6335
C 1.4367 0.0380 3.7190
C 1.5069 -0.7867 4.8465
C 2.2837 -0.4182 5.9327
C 2.9944 0.7754 5.9150
C 2.9245 1.5982 4.7968
C 2.1572 1.2391 3.7012
H 0.9417 -1.7103 4.8492
H 2.3315 -1.0651 6.8007
H 3.5975 1.0628 6.7671
H 3.4739 2.5310 4.7718
H 2.1098 1.8746 2.8242
F 1.9176 3.8603 1.1276
B 1.4486 4.5955 0.0125
F 0.8449 3.6894 -0.9001
F 2.5024 5.2637 -0.6092
F 0.4677 5.5105 0.4512
Cl 3.9590 -3.2258 -3.1379
C 2.3992 -3.9847 -3.1225
C 2.3374 -5.3612 -3.2425
C 1.1187 -6.0104 -3.1227
C -0.0302 -5.2730 -2.8900
C 0.0430 -3.8937 -2.8102
Cl -1.4181 -2.9944 -2.5532
C 1.2552 -3.1970 -2.9290
N 1.3141 -1.8222 -2.7746
C 1.7812 -0.9487 -3.7815
C 1.9660 -1.4178 -5.0832
C 2.4356 -0.5912 -6.0862
C 2.7067 0.7393 -5.8065
C 2.4982 1.2103 -4.5223
C 2.0450 0.3960 -3.4849
C 1.9493 1.0815 -2.1335
C 1.2242 0.4469 -0.9847
O 1.7618 0.4248 0.1598
O 0.0517 -0.0203 -1.1034
H 3.2533 -5.9146 -3.3984
H 1.0666 -7.0880 -3.2019
H -0.9921 -5.7533 -2.7749
H 0.5534 -1.4233 -2.2268
H 1.7318 -2.4515 -5.3058
H 2.5758 -0.9858 -7.0848
H 3.0705 1.4053 -6.5779
H 2.7008 2.2508 -4.2942
H 1.4311 2.0362 -2.2646
H 2.9486 1.3413 -1.7829
```

Properties
**F_max**: 0.00252 hartree/bohr
**Expectation value of S²**: 0.814
**Spin multiplicity**: 2
**E_tot**: -113683.2186 eV
**Net charge**: -1
**Relative energy (zero: lowest compared OMol25 entry of this formula, charge and spin)**: 0.00 kJ/mol

Mulliken population analysis, charges in e, atoms 1 to 4: number 1, V, carries -0.27; number 2, C, carries -1.06; number 3, C, carries 0.10; number 4, N, carries 0.48

---

C6H4Cl2 | wB97M-V/def2-TZVPD

```
12
C6H4Cl2 (wB97M-V/def2-TZVPD)
C -1.0894 -0.5500 -0.1216
C -0.4848 -1.5338 -0.8804
C 0.8948 -1.6386 -0.8974
C 1.6368 -0.6192 -0.4669
C 1.1045 0.5306 0.2294
C -0.2954 0.5311 0.3735
H -1.1433 -2.4099 -1.2434
H 1.4032 -2.5493 -1.1835
H 2.7290 -0.6187 -0.6722
H -0.7806 1.2751 0.9281
Cl -2.8293 -0.4461 0.0312
Cl 2.0759 1.8568 0.7189
```

Properties
**F_max**: 0.09191 hartree/bohr
**E_tot**: -31331.3523 eV
**Net charge**: 0
**Relative energy (zero: lowest compared OMol25 entry of this formula, charge and spin)**: 51.31 kJ/mol

natural (NBO) population analysis, charges in e, atoms 1 to 4: number 1, C, carries -0.03; number 2, C, carries -0.23; number 3, C, carries -0.21; number 4, C, carries -0.22

---

C25H19F11NO2SbW | wB97M-V/def2-TZVPD

```
60
C25H19F11NO2SbW (wB97M-V/def2-TZVPD)
W 0.5549 -0.2837 0.9600
C -1.0961 -2.1636 3.0005
C -1.7726 -3.0774 2.2287
C -1.1102 -3.7540 1.1831
C 0.1952 -3.4613 0.8834
C 0.9227 -2.4509 1.5955
C 0.2563 -1.8132 2.7331
H -1.5699 -1.7655 3.8890
H -2.7919 -3.3399 2.4623
H -1.6269 -4.5426 0.6587
H 0.7202 -4.0536 0.1458
H 2.0098 -2.5886 1.6704
H 0.8706 -1.4878 3.5785
O 4.1902 0.3849 2.6043
C 3.3333 0.1705 1.7854
O 1.9876 0.1983 2.0439
C 3.4768 -0.1639 0.3650
C 4.6420 0.0271 -0.3847
C 4.5772 -0.0208 -1.7521
C 3.3394 -0.3171 -2.3841
C 3.1492 -0.2709 -3.7728
C 1.9377 -0.6043 -4.3301
C 0.8806 -1.0386 -3.5248
C 1.0241 -1.0645 -2.1540
C 2.2267 -0.6493 -1.5665
N 2.2728 -0.5250 -0.1983
H 5.5517 0.2633 0.1424
H 5.4443 0.1852 -2.3560
H 3.9631 0.0639 -4.3963
H 1.8002 -0.5447 -5.3975
H -0.0471 -1.3376 -3.9828
H 0.2098 -1.4203 -1.4997
C -0.4963 1.1939 2.5175
C -1.6444 1.7377 1.8562
C -1.5882 2.9953 1.1943
C -2.7133 3.5299 0.6144
C -3.9274 2.8436 0.6611
C -4.0200 1.6317 1.3532
C -2.9052 1.0858 1.9399
H -0.7404 0.6137 3.4077
H 0.3110 1.9137 2.6982
H -0.6648 3.5564 1.2041
H -2.6494 4.4923 0.1305
H -4.7984 3.2495 0.1710
H -4.9655 1.1151 1.4191
H -2.9734 0.1628 2.4969
F -0.2095 1.1438 -0.6913
C 1.0732 1.8641 -0.9821
F 1.3837 2.1801 0.3780
C 0.6673 3.1492 -1.6997
F 0.1137 4.1195 -0.9480
F -0.2156 2.8570 -2.6602
F 1.7373 3.6923 -2.2839
F -1.2090 -0.9159 0.2955
Sb -3.1068 -1.1316 -1.1626
F -2.0345 -1.0960 -2.7259
F -2.7642 0.7250 -1.0092
F -4.7825 -0.9332 -1.9367
F -3.8250 -1.3546 0.6035
F -2.5739 -2.9751 -1.0719
```

Properties
**F_max**: 0.06253 hartree/bohr
**Expectation value of S²**: 0.771
**Spin multiplicity**: 2
**E_tot**: -70066.9211 eV
**Net charge**: +1
**Relative energy (zero: lowest compared OMol25 entry of this formula, charge and spin)**: 0.00 kJ/mol

natural (NBO) population analysis, charges in e, atoms 1 to 4: number 1, W, carries 2.04; number 2, C, carries -0.15; number 3, C, carries -0.15; number 4, C, carries -0.09

---

C24H20N2O4RhS | wB97M-V/def2-TZVPD

```
52
C24H20N2O4RhS (wB97M-V/def2-TZVPD)
Rh -1.6468 1.6521 0.5539
O -5.3670 0.7717 2.4129
C -4.2647 0.7811 1.6958
O -3.7338 1.8043 1.2817
C -3.7038 -0.5653 1.3629
C -4.2630 -1.7996 1.6351
C -3.6321 -2.9235 1.1096
C -2.5101 -2.7848 0.3007
C -2.0457 -1.5010 0.0642
N -2.6082 -0.4397 0.6263
C -0.9893 -0.9878 -0.8824
O 0.2449 -1.3446 -0.5784
O -1.3003 -0.1602 -1.6990
H -5.6663 1.6879 2.5496
H -5.1666 -1.8769 2.2222
H -4.0307 -3.9090 1.3069
H -2.0349 -3.6442 -0.1503
C 1.2952 -1.8675 -3.5755
C 2.3770 -2.2422 -2.5532
C 2.0341 -3.6033 -1.9187
C 3.7039 -2.3961 -3.3067
C 2.5053 -1.1798 -1.4669
C 3.6955 -0.9083 -0.8696
C 3.8628 0.0858 0.1150
C 2.7500 0.8402 0.4985
S 2.7129 2.1466 1.6245
C 1.0353 2.3245 1.3649
N 0.5126 1.4667 0.4892
C 1.4856 0.6366 -0.0245
C 1.2740 -0.4041 -1.0831
C 0.1932 3.3132 1.9809
C 0.6537 4.3641 2.7737
C -0.2473 5.2939 3.2536
C -1.5969 5.1786 2.9340
C -2.0594 4.1245 2.1570
C -1.1644 3.1752 1.6714
H 1.2725 -2.6220 -4.3618
H 1.5079 -0.9049 -4.0467
H 0.2966 -1.8217 -3.1434
H 1.9730 -4.3616 -2.7013
H 1.0828 -3.5769 -1.3900
H 2.8089 -3.9047 -1.2125
H 3.5669 -3.0956 -4.1312
H 4.4939 -2.7991 -2.6697
H 4.0404 -1.4441 -3.7203
H 4.5776 -1.4565 -1.1739
H 4.8334 0.2654 0.5541
H 0.8488 0.0656 -1.9739
H 1.7089 4.4570 3.0038
H 0.0961 6.1152 3.8671
H -2.2981 5.9198 3.2954
H -3.1141 4.0548 1.9282
```

Properties
**F_max**: 0.05603 hartree/bohr
**E_tot**: -50218.7305 eV
**Net charge**: +1
**Relative energy (zero: lowest compared OMol25 entry of this formula, charge and spin)**: 274.17 kJ/mol

Mulliken population analysis, charges in e, atoms 1 to 4: number 1, Rh, carries -0.04; number 2, O, carries -0.41; number 3, C, carries 0.46; number 4, O, carries -0.59

---

C9H9Cl2N4 | wB97M-V/def2-TZVPD

```
24
C9H9Cl2N4 (wB97M-V/def2-TZVPD)
C 3.3741 0.6657 -0.2009
C 3.1136 -0.0933 0.9792
C 2.5068 1.3944 -0.8168
C 1.7842 -0.1093 1.4266
C 1.1402 1.4148 -0.3919
C 0.8408 0.5955 0.6704
C -2.7255 0.6802 0.6230
C -3.0794 -0.4357 -0.2220
C -1.3396 -1.8445 0.6527
N -1.4595 1.0391 0.8537
N -0.4579 0.3109 1.0288
N -2.2326 -1.5442 -0.3209
N -4.1039 -0.2225 -1.0787
Cl -3.7860 1.9870 0.8202
Cl -0.0204 -2.8502 0.2424
H 4.4394 0.6446 -0.4912
H 3.8175 -0.6348 1.4941
H 2.7314 1.9782 -1.7000
H 1.4839 -0.5869 2.4075
H 0.1961 1.8805 -0.8763
H -1.2045 -1.5032 1.6875
H -2.3013 -2.2866 -1.0300
H -4.6452 0.6418 -0.9178
H -3.8636 -0.4280 -2.0697
```

Properties
**F_max**: 0.13327 hartree/bohr
**E_tot**: -40473.6545 eV
**Net charge**: +1
**Relative energy (zero: lowest compared OMol25 entry of this formula, charge and spin)**: 365.89 kJ/mol

natural (NBO) population analysis, charges in e, atoms 1 to 4: number 1, C, carries -0.18; number 2, C, carries -0.17; number 3, C, carries -0.20; number 4, C, carries -0.17

---

C3H8GdO3 | wB97M-V/def2-TZVPD

```
15
C3H8GdO3 (wB97M-V/def2-TZVPD)
C 0.2954 0.8315 2.9781
O 0.1245 0.3812 1.6475
H -0.4360 0.3106 3.6113
H 1.3019 0.5690 3.3309
H 0.1379 1.9171 3.0619
C -1.0449 -0.0899 -0.8996
O -0.4571 0.1120 -2.2000
C 0.4690 -0.8825 -2.6541
O 1.7014 -0.6759 -2.1057
Gd 1.5346 0.3154 -0.2431
H -1.0084 0.2053 1.2150
H -1.7191 0.7728 -0.7767
H -1.4562 -1.1124 -0.8060
H 0.4765 -0.7569 -3.7553
H 0.0806 -1.8973 -2.4040
```

Properties
**F_max**: 0.11030 hartree/bohr
**Expectation value of S²**: 16.532
**Spin multiplicity**: 8
**E_tot**: -30208.1615 eV
**Net charge**: +1
**Relative energy (zero: lowest compared OMol25 entry of this formula, charge and spin)**: 84.65 kJ/mol

Mulliken population analysis, charges in e, atoms 1 to 4: number 1, C, carries -0.53; number 2, O, carries -0.43; number 3, H, carries 0.25; number 4, H, carries 0.24

---

Q: Which formula does entry 5 have?
A: C9H9Cl2N4

---

Q: What is the relative energy (zero: lowest compared OMol25 entry of this formula, charge and spin) in the first record?
A: 0.00 kJ/mol

---

Q: F_max of number 1 (C38H27BCl2F4N5O2V)?
A: 0.00252 hartree/bohr